(1)
Density functional theory data (wB97M-V/def2-TZVPD) for a molecular structure, C36H41BClN10O3Y.

Atoms and positions in Å:
Y: 0.783 -0.124 0.023
C: -0.111 -1.905 3.519
C: -0.791 -2.360 2.271
C: -1.628 -3.470 2.147
C: -2.002 -3.487 0.824
N: -1.441 -2.437 0.206
N: -0.672 -1.737 1.090
B: -1.379 -2.252 -1.325
N: -1.454 -0.735 -1.747
C: -1.913 -0.385 -2.960
C: -2.084 0.980 -2.993
C: -1.695 1.425 -1.727
C: -1.703 2.835 -1.234
N: -1.314 0.387 -0.970
N: -0.009 -2.801 -1.810
C: 0.323 -3.727 -2.720
C: 1.697 -3.727 -2.855
C: 2.149 -2.749 -1.970
C: 3.564 -2.323 -1.757
N: 1.115 -2.194 -1.325
N: -2.578 -2.942 -1.936
C: -3.865 -2.706 -1.569
C: -4.684 -3.266 -2.510
C: -3.803 -3.831 -3.461
C: -4.142 -4.576 -4.707
N: -2.545 -3.617 -3.117
H: -0.381 -2.567 4.339
H: -0.411 -0.894 3.795
H: 0.975 -1.926 3.420
H: -1.919 -4.158 2.921
H: -2.627 -4.177 0.283
H: -2.128 -1.141 -3.700
H: -2.460 1.576 -3.806
H: -2.231 3.461 -1.951
H: -0.697 3.246 -1.123
H: -2.222 2.912 -0.281
H: -0.446 -4.292 -3.214
H: 2.291 -4.347 -3.504
H: 4.178 -2.662 -2.589
H: 3.994 -2.762 -0.854
H: 3.652 -1.237 -1.708
H: -4.099 -2.151 -0.675
H: -5.760 -3.279 -2.518
H: -4.798 -5.419 -4.492
H: -3.235 -4.954 -5.176
H: -4.658 -3.932 -5.420
C: 1.246 2.306 -3.859
C: 1.993 1.628 -2.729
C: 3.468 1.443 -3.061
O: 1.395 0.340 -2.424
C: 1.877 2.403 -1.409
O: 1.705 3.603 -1.396
O: 1.988 1.641 -0.357
H: 1.348 1.727 -4.780
H: 1.655 3.300 -4.025
H: 0.189 2.407 -3.621
H: 3.581 0.807 -3.943
H: 4.001 0.991 -2.224
H: 3.925 2.408 -3.276
H: 1.368 -0.205 -3.218
N: 2.883 -1.041 1.054
C: 3.201 -0.567 2.381
C: 4.282 -1.036 3.072
C: 4.599 -0.516 4.338
C: 3.836 0.499 4.877
C: 2.719 0.988 4.207
C: 1.928 2.073 4.729
C: 0.819 2.446 4.087
C: 0.330 1.731 2.880
N: 1.230 0.758 2.292
C: 2.338 0.425 2.945
H: 2.996 -2.048 0.986
H: 3.547 -0.630 0.397
H: 4.908 -1.802 2.632
H: 5.458 -0.897 4.872
H: 4.100 0.929 5.835
H: 2.258 2.572 5.630
H: 0.205 3.260 4.452
H: -0.562 1.161 3.196
Cl: -2.918 1.394 2.163
C: -2.571 3.080 2.472
C: -3.599 3.895 2.915
C: -3.348 5.239 3.138
C: -2.080 5.756 2.911
C: -1.066 4.924 2.467
C: -1.288 3.567 2.242
C: -0.176 2.676 1.774
H: -4.582 3.476 3.077
H: -4.148 5.880 3.482
H: -1.882 6.807 3.074
H: -0.077 5.326 2.276
H: 0.648 3.259 1.362
H: -0.565 2.043 0.975

HOMO (alpha / beta), eV: -10.63 / -11.19
Multiplicity: 2
Net charge: +1
Orbital gap (alpha / beta), eV: 8.34 / 6.67
LUMO level (alpha / beta), eV: -2.3 / -4.5

=====

(2)
Density functional theory data (wB97M-V/def2-TZVPD) for a molecular structure, C36H41CrI2N6O2.

Atoms and positions in Å:
Cr: 0.506 -0.390 0.937
C: 1.283 3.168 1.338
C: 0.105 2.553 0.613
C: -1.217 2.722 1.053
C: -1.577 3.503 2.296
C: -2.280 2.211 0.289
C: -3.692 2.497 0.742
C: -2.029 1.512 -0.894
C: -3.150 0.865 -1.673
C: -0.720 1.425 -1.386
C: -0.456 0.850 -2.754
C: 0.347 1.914 -0.622
C: 1.744 1.886 -1.201
H: 1.987 2.410 1.690
H: 0.992 3.766 2.195
H: 1.840 3.826 0.670
H: -2.073 4.438 2.028
H: -0.724 3.771 2.911
H: -2.276 2.949 2.926
H: -3.962 1.939 1.643
H: -4.425 2.270 -0.025
H: -3.809 3.553 0.988
H: -3.547 1.529 -2.446
H: -3.979 0.582 -1.029
H: -2.801 -0.039 -2.170
H: -0.148 -0.197 -2.691
H: 0.339 1.396 -3.259
H: -1.335 0.907 -3.390
H: 1.894 2.741 -1.867
H: 1.914 0.988 -1.793
H: 2.514 1.934 -0.436
I: 1.047 -3.053 -3.463
C: 2.478 -2.239 -2.195
C: 3.847 -2.377 -2.499
C: 4.820 -1.880 -1.677
I: 6.820 -2.128 -2.213
C: 4.457 -1.213 -0.479
C: 5.354 -0.665 0.463
C: 4.879 -0.055 1.593
C: 3.497 0.027 1.799
N: 2.627 -0.458 0.937
C: 3.082 -1.079 -0.191
C: 2.059 -1.585 -1.054
O: 0.809 -1.404 -0.710
H: 4.123 -2.891 -3.410
H: 6.418 -0.737 0.283
H: 5.553 0.365 2.326
H: 3.090 0.497 2.686
C: 0.812 -2.648 3.322
C: 0.414 -1.290 3.788
N: 0.432 -0.190 3.051
C: 0.034 0.847 3.871
C: -0.235 0.365 5.105
N: 0.013 -0.993 5.044
C: -0.335 -1.927 6.108
N: -1.758 -2.054 6.235
N: -2.422 -1.049 6.876
N: -3.662 -1.123 6.620
C: -3.872 -2.181 5.753
C: -5.054 -2.668 5.192
C: -4.949 -3.758 4.358
C: -3.704 -4.364 4.096
C: -2.532 -3.898 4.653
C: -2.643 -2.780 5.483
H: 1.009 -2.626 2.250
H: 0.032 -3.385 3.503
H: 1.724 -2.981 3.820
H: -0.034 1.855 3.507
H: -0.588 0.834 6.007
H: 0.050 -1.548 7.052
H: 0.111 -2.896 5.898
H: -6.005 -2.206 5.420
H: -5.838 -4.175 3.905
H: -3.672 -5.236 3.456
H: -1.594 -4.408 4.482
C: -3.375 -2.281 0.307
C: -3.769 -1.265 1.401
C: -2.441 -0.791 1.983
O: -1.462 -1.080 0.964
C: -1.853 -2.336 0.359
H: -3.710 -1.942 -0.671
H: -3.806 -3.265 0.483
H: -4.388 -1.710 2.178
H: -4.321 -0.431 0.970
H: -2.185 -1.350 2.889
H: -2.391 0.276 2.187
H: -1.501 -3.149 1.003
H: -1.354 -2.399 -0.602

HOMO (alpha / beta), eV: -9.91 / -10.09
Multiplicity: 5
Net charge: +1
Orbital gap (alpha / beta), eV: 7.25 / 7.30
LUMO level (alpha / beta), eV: -2.7 / -2.8

=====

(3)
Density functional theory data (wB97M-V/def2-TZVPD) for a molecular structure, C36H41CrN4OP2S.

Atoms and positions in Å:
Cr: 0.723 -0.270 -0.720
C: -3.276 -1.186 -1.045
N: -2.322 -0.868 0.053
P: -1.499 0.653 -0.103
C: -2.724 1.800 -0.697
C: -2.458 2.570 -1.826
C: -3.407 3.467 -2.300
C: -4.625 3.583 -1.647
C: -4.907 2.797 -0.533
C: -3.964 1.902 -0.059
C: -1.009 1.102 1.569
C: 0.294 0.757 1.932
C: 0.755 0.902 3.232
C: -0.102 1.433 4.186
C: -1.391 1.824 3.835
C: -1.845 1.659 2.536
P: -0.941 -1.900 0.134
C: -1.440 -3.482 -0.572
C: -1.078 -3.927 -1.841
C: -1.572 -5.135 -2.321
C: -2.431 -5.893 -1.541
C: -2.793 -5.454 -0.273
C: -2.296 -4.259 0.217
C: -0.704 -2.237 1.884
C: -1.664 -1.865 2.818
C: -1.460 -2.141 4.164
C: -0.300 -2.786 4.572
C: 0.659 -3.162 3.637
C: 0.461 -2.885 2.293
H: -4.075 -0.453 -1.048
H: -3.711 -2.166 -0.867
H: -2.799 -1.190 -2.032
H: -1.518 2.462 -2.355
H: -3.202 4.061 -3.181
H: -5.369 4.277 -2.016
H: -5.867 2.876 -0.041
H: -4.202 1.265 0.785
H: 1.037 0.386 1.216
H: 1.765 0.614 3.493
H: 0.240 1.557 5.205
H: -2.045 2.258 4.581
H: -2.851 1.967 2.283
H: -0.432 -3.334 -2.462
H: -1.288 -5.479 -3.307
H: -2.819 -6.830 -1.918
H: -3.458 -6.049 0.339
H: -2.570 -3.937 1.214
H: -2.562 -1.355 2.491
H: -2.210 -1.855 4.892
H: -0.145 -3.002 5.622
H: 1.556 -3.674 3.961
H: 1.209 -3.184 1.566
O: 2.182 -1.253 -0.208
N: 2.686 -2.238 -1.005
C: 3.646 -3.030 -0.463
C: 4.217 -3.994 -1.231
C: 3.798 -4.136 -2.566
C: 2.824 -3.320 -3.075
C: 2.237 -2.332 -2.266
S: 0.983 -1.281 -2.761
H: 3.889 -2.815 0.566
H: 4.980 -4.627 -0.801
H: 4.246 -4.895 -3.194
H: 2.482 -3.407 -4.097
C: 3.913 5.149 -0.103
C: 3.727 4.322 -1.361
N: 2.457 3.557 -1.373
C: 1.236 4.338 -1.615
C: 0.391 4.529 -0.365
C: 2.409 2.259 -1.116
C: 3.654 1.555 -0.663
N: 1.300 1.547 -1.284
H: 4.875 5.660 -0.138
H: 3.892 4.524 0.793
H: 3.140 5.913 -0.003
H: 4.550 3.634 -1.503
H: 3.705 4.960 -2.243
H: 0.673 3.887 -2.437
H: 1.566 5.306 -1.986
H: 0.047 3.584 0.060
H: -0.486 5.131 -0.603
H: 0.963 5.048 0.405
H: 4.341 1.458 -1.505
H: 3.409 0.561 -0.308
H: 4.162 2.105 0.127
H: 0.539 2.081 -1.681

HOMO (alpha / beta), eV: -13.64 / -13.60
Multiplicity: 2
Net charge: +2
Orbital gap (alpha / beta), eV: 7.32 / 7.82
LUMO level (alpha / beta), eV: -6.3 / -5.8

=====

(4)
Density functional theory data (wB97M-V/def2-TZVPD) for a molecular structure, C36H41FMnN3O7Se2Te.

Atoms and positions in Å:
Mn: 0.673 1.532 1.142
O: 1.208 3.285 2.556
C: 2.471 3.846 2.796
C: 3.263 3.908 1.484
C: 4.388 4.922 1.742
O: 5.306 5.062 0.662
C: 3.919 2.559 1.106
Se: 3.061 0.897 1.730
C: 2.364 4.452 0.356
Se: 1.241 3.172 -0.645
H: 0.469 3.571 3.142
H: 3.028 3.251 3.532
H: 2.351 4.867 3.186
H: 4.931 4.621 2.649
H: 3.965 5.915 1.914
H: 5.415 4.186 0.273
H: 4.936 2.511 1.510
H: 3.964 2.476 0.018
H: 2.995 4.929 -0.394
H: 1.701 5.213 0.774
F: -5.122 -0.702 0.220
C: -4.796 0.602 0.271
C: -4.170 1.116 1.337
N: -3.883 2.451 1.451
C: -3.243 2.962 2.657
C: -1.712 3.010 2.573
O: -1.158 3.763 3.392
O: -1.209 2.203 1.755
C: -4.168 3.335 0.434
O: -3.978 4.529 0.506
N: -4.726 2.743 -0.690
C: -5.141 1.427 -0.869
O: -5.716 1.072 -1.881
H: -3.859 0.482 2.156
H: -3.487 2.271 3.465
H: -3.628 3.950 2.894
H: -4.915 3.375 -1.454
C: 3.989 -4.542 -5.794
C: 3.348 -3.825 -4.633
C: 2.508 -2.738 -4.831
C: 1.907 -2.070 -3.767
C: 1.042 -0.877 -4.075
C: 2.126 -2.498 -2.445
Te: 1.280 -1.382 -0.726
N: 0.166 -0.177 1.388
C: -0.325 -1.044 2.252
O: -0.684 -2.209 1.987
C: -0.580 -0.565 3.681
C: 0.109 0.488 4.274
C: -0.206 0.905 5.560
C: -1.220 0.278 6.272
C: -1.907 -0.781 5.692
C: -1.580 -1.203 4.411
C: -0.704 -1.837 -1.370
C: -1.168 -3.158 -1.320
C: -0.352 -4.272 -0.727
C: -2.451 -3.450 -1.782
C: -3.291 -2.470 -2.283
C: -4.675 -2.795 -2.780
C: -2.829 -1.163 -2.294
C: -1.562 -0.824 -1.827
C: -1.192 0.634 -1.817
C: 2.989 -3.587 -2.242
C: 3.332 -4.126 -0.871
C: 3.580 -4.230 -3.330
H: 3.756 -4.045 -6.736
H: 3.638 -5.575 -5.865
H: 5.076 -4.574 -5.689
H: 2.321 -2.390 -5.843
H: 1.091 -0.627 -5.136
H: 1.361 -0.010 -3.491
H: 0.000 -1.068 -3.814
H: 0.911 0.977 3.732
H: 0.335 1.734 6.000
H: -1.473 0.614 7.272
H: -2.698 -1.281 6.242
H: -2.089 -2.035 3.941
H: -0.047 -3.992 0.284
H: 0.547 -4.462 -1.314
H: -0.939 -5.191 -0.686
H: -2.803 -4.477 -1.731
H: -4.896 -3.856 -2.658
H: -4.782 -2.546 -3.839
H: -5.429 -2.222 -2.236
H: -3.475 -0.376 -2.672
H: -1.877 1.209 -2.443
H: -0.171 0.808 -2.161
H: -1.265 1.028 -0.800
H: 2.759 -3.639 -0.086
H: 4.393 -3.978 -0.658
H: 3.133 -5.201 -0.825
H: 4.241 -5.074 -3.143

HOMO (alpha / beta), eV: -1.80 / -2.11
Multiplicity: 5
Net charge: -2
Orbital gap (alpha / beta), eV: 5.86 / 6.16
LUMO level (alpha / beta), eV: 4.1 / 4.1

=====

Looking at energy relative to the best compared isomer or geometry (same formula, charge and spin) for the records above, in order, we have 0.000; 0.000; 1.027; 0.000 eV.